(1)
Entry from the OMol25 dataset: a 2-piece molecular cluster, C9H17F overall at a distorted geometry (wB97M-V/def2-TZVPD).

Geometry as XYZ:
```
27
Properties=species:S:1:pos:R:3
C 2.647 0.908 -0.776
C 2.083 -0.095 -0.155
C -0.053 1.415 1.343
C 0.296 -0.892 1.972
C -0.482 -1.626 -1.057
C -0.549 0.838 -1.536
C -2.301 -0.324 -0.125
C -0.114 0.028 0.872
C -0.826 -0.263 -0.457
F 2.925 -1.199 0.058
H 3.717 0.930 -0.938
H 2.171 1.770 -1.116
H 0.529 1.993 0.671
H -1.023 1.869 1.272
H 0.482 1.494 2.271
H -0.471 -1.663 2.074
H 0.429 -0.310 2.915
H 1.095 -1.710 1.849
H -0.747 -2.392 -0.333
H -1.028 -1.789 -1.898
H 0.623 -1.577 -1.297
H -0.957 0.746 -2.510
H -0.913 1.828 -1.200
H 0.455 0.990 -1.822
H -2.984 -0.209 -1.019
H -2.526 0.569 0.554
H -2.479 -1.329 0.389
```

As for the HOMO-LUMO gap (spin up / spin down): 8.5 / 8.5 eV. For the LUMO energy (spin up / spin down), the calculation gives 0.22 / 0.22 eV. Its charge is 0. The highest occupied orbital energy (spin up / spin down) comes out at -8.3 / -8.3 eV.


(2)
Entry from the OMol25 dataset: C9H17Hg2O7S2 as an isolated structure at a distorted geometry (wB97M-V/def2-TZVPD).

Geometry as XYZ:
```
37
Properties=species:S:1:pos:R:3
Hg -3.594 1.241 -3.863
Hg 0.297 3.232 -3.383
O -0.009 -0.611 -1.847
C -0.604 0.238 -2.646
O -1.870 0.131 -2.798
O 0.189 1.078 -3.208
H -0.751 -1.029 -1.315
C 1.372 -4.073 -0.018
C 0.494 -4.953 -0.898
C -0.738 -4.145 -1.309
S -1.162 -3.290 0.237
O -2.040 -4.098 1.017
O -1.537 -1.898 -0.053
C 0.558 -3.277 0.989
H 1.941 -3.445 -0.714
H 2.183 -4.635 0.455
H 0.202 -5.867 -0.373
H 1.024 -5.340 -1.773
H -1.530 -4.795 -1.671
H -0.436 -3.372 -2.017
H 0.370 -3.820 1.916
H 0.901 -2.264 1.166
C -0.199 4.404 2.443
C 0.383 2.970 2.645
C 0.992 2.457 1.338
S 0.910 3.828 0.149
O 0.624 3.271 -1.216
O 2.009 4.723 0.286
C -0.485 4.585 0.955
H 0.517 5.150 2.780
H -1.150 4.632 2.919
H -0.379 2.338 3.087
H 1.211 3.131 3.334
H 0.241 1.770 0.930
H 1.990 2.033 1.298
H -1.374 4.083 0.558
H -0.551 5.614 0.596
```

As for the HOMO-LUMO gap: 2.3 eV. For the LUMO energy, the calculation gives -15.62 eV. Its charge is +3. The highest occupied orbital energy comes out at -17.9 eV.


(3)
Entry from the OMol25 dataset: a 3-piece molecular cluster, C9H17N overall (wB97M-V/def2-TZVPD).

Geometry as XYZ:
```
27
Properties=species:S:1:pos:R:3
C -0.569 0.567 -1.346
C 1.499 -0.020 0.176
C -1.593 -0.367 -0.788
C -0.697 1.975 -1.088
C 0.179 0.117 -2.556
C 1.569 -1.520 -0.003
H 2.168 0.309 0.972
H 1.772 0.558 -0.697
H -1.194 -1.368 -0.623
H -1.734 2.304 -0.966
H 0.507 -0.920 -2.500
H -2.418 -0.465 -1.509
H -2.010 0.006 0.145
H -0.308 2.173 -0.009
H -0.154 2.615 -1.783
H -0.496 0.190 -3.420
H 1.038 0.754 -2.771
H 0.965 -1.882 -0.835
H 2.598 -1.849 -0.195
H 1.227 -2.053 0.886
C 0.181 -0.354 2.601
C -0.912 -0.735 3.256
C 0.188 0.747 1.645
N -0.184 1.879 1.581
H 1.122 -0.869 2.757
H -1.863 -0.239 3.107
H -0.879 -1.554 3.964
```

As for the HOMO-LUMO gap (spin up / spin down): 6.9 / 7.5 eV. For the LUMO energy (spin up / spin down), the calculation gives -0.13 / 0.18 eV. Its charge is 0. The highest occupied orbital energy (spin up / spin down) comes out at -7.1 / -7.3 eV.


(4)
Entry from the OMol25 dataset: a 2-piece molecular cluster, C9H17N3O overall at a distorted geometry (wB97M-V/def2-TZVPD).

Geometry as XYZ:
```
30
Properties=species:S:1:pos:R:3
C -1.147 -0.274 -3.513
C -2.075 -0.383 -4.328
C 0.303 -2.326 -1.853
C 1.639 1.534 2.026
C 1.311 0.019 1.962
C -1.140 0.290 0.794
C 0.448 2.397 2.745
C -1.412 1.687 1.498
C 0.268 -0.200 0.941
N 1.098 -3.356 -1.588
N 0.070 -1.199 -1.220
N 0.706 -0.936 -0.051
O -0.718 1.735 2.761
H -0.416 0.065 -2.774
H -2.872 0.441 -4.400
H -0.128 -2.266 -2.859
H 2.525 1.662 2.734
H 1.976 1.899 0.990
H 2.184 -0.439 1.699
H 1.047 -0.413 2.917
H -1.774 -0.456 1.422
H -1.562 0.130 -0.204
H 0.662 2.654 3.778
H 0.383 3.216 2.064
H -1.095 2.520 0.903
H -2.404 1.774 1.833
H -2.319 -0.881 -5.216
H 1.144 -4.149 -2.295
H 1.552 -3.472 -0.682
H 1.747 -1.272 -0.085
```

As for the HOMO-LUMO gap: 5.0 eV. For the LUMO energy, the calculation gives -10.50 eV. Its charge is +2. The highest occupied orbital energy comes out at -15.5 eV.


(5)
Entry from the OMol25 dataset: one molecule with the formula C9H17N3O4S at a distorted geometry (wB97M-V/def2-TZVPD).

Geometry as XYZ:
```
34
Properties=species:S:1:pos:R:3
C 5.811 -0.551 -0.218
S 4.211 -1.274 0.304
C 3.269 -0.560 -1.069
C 1.733 -0.541 -0.920
C 1.285 0.142 0.397
N -0.108 -0.216 0.648
C -1.093 0.107 -0.235
O -0.931 0.701 -1.319
C -2.410 -0.533 0.146
N -2.355 -0.916 1.580
C -3.490 0.385 -0.274
C -4.860 -0.344 -0.216
N -5.802 0.163 -1.055
O -5.057 -1.306 0.476
C 1.555 1.634 0.427
O 2.254 2.135 -0.404
O 0.911 2.414 1.310
H 5.812 -0.503 -1.329
H 5.879 0.472 0.254
H 6.548 -1.211 0.288
H 3.613 -1.059 -1.989
H 3.567 0.471 -1.085
H 1.407 -1.590 -0.840
H 1.284 -0.122 -1.811
H 1.916 -0.332 1.162
H -0.426 -0.802 1.394
H -2.397 -1.460 -0.439
H -3.172 -1.500 1.857
H -2.528 -0.045 2.216
H -3.541 1.233 0.454
H -3.383 0.838 -1.270
H -6.707 -0.284 -0.989
H -5.775 1.111 -1.411
H 0.160 1.964 1.738
```

As for the HOMO-LUMO gap: 8.8 eV. The SMILES is CSCC[C@H](NC(=O)[C@@H](N)CC(N)=O)C(=O)O. For the LUMO energy, the calculation gives 0.36 eV. Its charge is 0. The highest occupied orbital energy comes out at -8.4 eV.


(6)
Entry from the OMol25 dataset: one molecule with the formula C9H17N3O5 at a distorted geometry (wB97M-V/def2-TZVPD).

Geometry as XYZ:
```
34
Properties=species:S:1:pos:R:3
C 2.835 0.744 -1.700
C 1.411 0.443 -1.282
O 0.541 0.888 -2.282
C 1.058 -1.028 -0.963
N 1.223 -1.385 0.451
C 0.184 -1.411 1.334
O 0.517 -1.262 2.481
C -1.302 -1.460 0.946
N -2.125 -1.801 2.134
C -1.822 -0.072 0.361
C -1.514 1.154 1.249
C -1.646 2.447 0.426
N -2.357 3.534 0.942
O -1.003 2.570 -0.629
C 1.978 -2.014 -1.790
O 2.209 -1.830 -2.945
O 2.501 -2.945 -1.047
H 3.063 0.396 -2.680
H 3.001 1.821 -1.709
H 3.557 0.301 -0.963
H 1.250 1.022 -0.344
H -0.129 1.462 -1.869
H 0.019 -1.190 -1.365
H 2.002 -1.002 0.991
H -1.541 -2.199 0.097
H -2.151 -2.836 2.182
H -1.500 -1.490 2.932
H -2.896 -0.079 0.179
H -1.333 0.073 -0.638
H -0.445 1.057 1.486
H -2.055 1.186 2.199
H -3.057 3.331 1.642
H -2.436 4.374 0.376
H 1.964 -2.799 -0.202
```

As for the HOMO-LUMO gap: 10.2 eV. The SMILES is C[C@@H](O)[C@H](NC(=O)[C@@H](N)CCC(N)=O)C(=O)O. For the LUMO energy, the calculation gives 0.48 eV. Its charge is 0. The highest occupied orbital energy comes out at -9.7 eV.


(7)
Entry from the OMol25 dataset: one molecule with the formula C9H17N3O5 at a distorted geometry (wB97M-V/def2-TZVPD).

Geometry as XYZ:
```
34
Properties=species:S:1:pos:R:3
C -1.928 -2.319 1.193
C -1.018 -1.493 0.282
O -0.590 -2.264 -0.852
C -1.562 -0.115 -0.183
N -1.098 0.944 0.687
C 0.001 1.749 0.613
O 0.327 2.401 1.584
C 0.754 1.893 -0.716
N 1.555 3.108 -0.741
C 1.581 0.616 -1.085
C 2.651 0.263 -0.058
C 2.992 -1.224 -0.017
N 4.243 -1.509 0.464
O 2.102 -2.070 -0.182
C -3.119 0.030 -0.425
O -3.808 -0.817 -0.965
O -3.597 1.122 0.123
H -2.834 -2.650 0.671
H -1.407 -3.189 1.574
H -2.203 -1.679 2.041
H -0.179 -1.143 0.903
H 0.369 -2.421 -0.831
H -1.161 -0.027 -1.173
H -1.235 0.763 1.716
H -0.013 1.986 -1.503
H 0.967 3.912 -0.662
H 2.035 3.103 0.131
H 1.941 0.780 -2.125
H 0.856 -0.235 -1.071
H 2.184 0.472 0.904
H 3.560 0.873 -0.154
H 4.913 -0.760 0.418
H 4.504 -2.495 0.515
H -2.781 1.532 0.487
```

As for the HOMO-LUMO gap: 10.3 eV. The SMILES is C[C@@H](O)[C@H](NC(=O)[C@@H](N)CCC(N)=O)C(=O)O. For the LUMO energy, the calculation gives 0.41 eV. Its charge is 0. The highest occupied orbital energy comes out at -9.9 eV.


(8)
Entry from the OMol25 dataset: C9H17N4OS as an isolated structure at a distorted geometry (wB97M-V/def2-TZVPD).

Geometry as XYZ:
```
32
Properties=species:S:1:pos:R:3
C 2.500 -1.160 -0.274
C 3.626 0.960 0.136
C -3.605 -0.089 0.444
C -2.070 1.519 -0.625
C -2.357 -0.616 1.345
C -0.828 1.023 0.203
C -1.767 -0.806 -0.973
C -2.913 0.184 -0.853
C -1.277 -0.380 0.401
N 3.301 -1.401 -1.366
N 3.542 2.025 0.977
N 2.615 -0.040 0.431
N 1.557 -2.031 0.040
O 4.464 0.758 -0.753
S 0.518 -1.705 1.362
H -4.329 -0.774 0.251
H -4.063 0.696 1.060
H -2.677 2.113 0.036
H -1.746 2.124 -1.429
H -2.146 0.021 2.252
H -2.218 -1.614 1.620
H 0.178 0.965 -0.382
H -0.652 1.579 1.085
H -2.157 -1.767 -1.072
H -0.928 -0.630 -1.699
H -3.652 0.195 -1.620
H 4.056 -0.857 -1.671
H 3.024 -2.213 -2.001
H 2.722 1.879 1.588
H 4.196 2.689 0.825
H 1.968 0.011 1.232
H 1.119 -2.659 -0.570
```

As for the HOMO-LUMO gap: 9.1 eV. For the LUMO energy, the calculation gives -3.45 eV. Its charge is +1. The highest occupied orbital energy comes out at -12.6 eV.


(9)
Entry from the OMol25 dataset: one molecule with the formula C9H17N5S at a distorted geometry (wB97M-V/def2-TZVPD).

Geometry as XYZ:
```
32
Properties=species:S:1:pos:R:3
C -2.204 0.778 0.971
C -1.579 1.287 2.280
C -1.891 2.764 2.162
C -0.025 1.099 2.384
N 0.399 -0.287 1.957
C 1.103 -0.462 0.811
N 0.422 -0.979 -0.165
C 1.076 -0.991 -1.424
N 0.277 -1.292 -2.511
C 0.922 -0.981 -3.848
C -0.502 -2.512 -2.322
N 2.392 -0.738 -1.563
C 3.085 -0.441 -0.372
S 4.670 -0.880 -0.207
N 2.381 -0.028 0.713
H -1.852 1.389 0.122
H -3.312 0.840 1.013
H -1.946 -0.243 0.790
H -2.010 0.909 3.203
H -1.203 3.344 1.467
H -2.950 2.764 1.816
H -1.663 3.351 3.108
H 0.695 1.895 1.914
H 0.159 1.298 3.389
H -0.422 -0.888 1.966
H 1.149 0.077 -3.977
H 0.279 -1.468 -4.615
H 1.875 -1.567 -3.850
H 0.271 -3.356 -2.217
H -1.082 -2.551 -1.358
H -1.249 -2.734 -3.082
H 2.734 0.602 1.446
```

As for the HOMO-LUMO gap: 8.6 eV. The SMILES is CC(C)CNc1nc(N(C)C)nc(=S)[nH]1. For the LUMO energy, the calculation gives 0.55 eV. Its charge is 0. The highest occupied orbital energy comes out at -8.1 eV.


(10)
Entry from the OMol25 dataset: a 2-piece molecular cluster, C9H17NOS overall at a distorted geometry (wB97M-V/def2-TZVPD).

Geometry as XYZ:
```
29
Properties=species:S:1:pos:R:3
C 2.951 -3.690 0.023
C 2.175 -2.632 -0.265
C -0.976 1.269 1.715
C -1.256 2.547 -0.780
C -0.550 0.363 -1.607
C -2.821 0.673 -0.902
C 1.504 -1.778 0.815
C 2.408 0.399 2.189
C -1.443 1.018 -0.589
N -1.165 0.559 0.688
O -1.274 -0.700 0.813
S 2.132 -0.017 0.583
H 3.528 -4.169 -0.876
H 3.132 -4.099 0.990
H 2.292 -2.091 -1.199
H -0.799 2.325 1.646
H -0.289 2.908 -0.680
H -1.496 2.988 -1.719
H -1.928 3.041 -0.020
H -0.203 -0.531 -1.179
H 0.286 0.974 -1.571
H -0.915 0.217 -2.566
H -3.005 0.851 -1.960
H -3.013 -0.282 -0.592
H -3.517 1.325 -0.359
H 1.764 -2.129 1.824
H 0.435 -1.727 0.572
H -0.800 0.958 2.710
H 2.844 1.430 2.296
```

As for the HOMO-LUMO gap: 8.3 eV. For the LUMO energy, the calculation gives -0.06 eV. Its charge is 0. The highest occupied orbital energy comes out at -8.4 eV.


(11)
Entry from the OMol25 dataset: an isolated ion of composition C9H17O3P and charge -2 at a distorted geometry (wB97M-V/def2-TZVPD).

Geometry as XYZ:
```
30
Properties=species:S:1:pos:R:3
C 2.142 0.362 0.403
C 1.112 1.008 -0.552
C -0.004 0.021 -0.590
C 2.008 0.561 1.888
C 1.727 1.283 -1.918
C -0.781 -1.696 1.936
C -2.246 0.932 -0.483
C -1.721 -1.035 0.943
C -1.147 0.255 0.344
O 1.065 -1.683 -2.523
O -1.291 -2.171 -1.671
O -0.851 -0.028 -2.982
P -0.268 -1.123 -2.080
H 2.425 -0.646 0.116
H 0.794 1.968 -0.093
H 1.424 1.457 2.116
H 3.010 0.708 2.323
H 1.560 -0.276 2.442
H 1.899 0.328 -2.402
H 2.662 1.841 -1.819
H 1.025 1.841 -2.534
H -1.188 -2.646 2.291
H -0.606 -1.054 2.805
H 0.167 -1.890 1.444
H -1.895 1.885 -0.880
H -3.149 1.107 0.113
H -2.468 0.281 -1.322
H -1.875 -1.704 0.091
H -2.683 -0.822 1.433
H -0.845 0.937 1.163
```

As for the HOMO-LUMO gap (spin up / spin down): 5.9 / 5.2 eV. For the LUMO energy (spin up / spin down), the calculation gives 6.01 / 6.00 eV. Its charge is -2. The highest occupied orbital energy (spin up / spin down) comes out at 0.1 / 0.8 eV.


(12)
Entry from the OMol25 dataset: C9H18AsCoF3O7S2Si as an isolated structure (wB97M-V/def2-TZVPD).

Geometry as XYZ:
```
42
Properties=species:S:1:pos:R:3
Co -0.435 -1.091 -0.588
F 2.180 -2.011 2.094
C 3.067 -1.410 1.300
F 3.871 -0.667 2.085
F 3.833 -2.363 0.746
S 2.248 -0.371 0.002
O 3.223 0.649 -0.271
O 1.961 -1.314 -1.060
O 1.020 0.068 0.678
C 0.256 4.752 0.715
As -0.571 2.999 0.269
C 0.504 2.770 -1.352
C -2.143 3.804 -0.596
H 0.281 5.399 -0.166
H 1.277 4.602 1.072
H -0.315 5.248 1.504
H 0.462 3.679 -1.958
H 0.116 1.938 -1.939
H 1.535 2.558 -1.068
H -1.877 4.752 -1.070
H -2.934 3.966 0.138
H -2.499 3.104 -1.353
O -3.249 -0.822 -2.136
S -2.136 0.102 -2.034
O -0.822 -0.615 -2.396
O -1.828 0.421 -0.568
O -2.301 1.316 -2.813
C -0.506 -6.843 -1.163
Si -1.256 -5.899 0.274
C -0.558 -6.669 1.838
C -3.103 -6.241 0.263
C -0.927 -4.155 0.126
C -0.743 -2.965 -0.105
H -0.719 -7.915 -1.105
H 0.577 -6.704 -1.184
H -0.898 -6.459 -2.107
H -0.677 -7.757 1.814
H -1.059 -6.287 2.730
H 0.507 -6.445 1.935
H -3.332 -7.281 0.012
H -3.581 -5.593 -0.475
H -3.551 -6.014 1.233
```

As for the HOMO-LUMO gap (spin up / spin down): 7.5 / 7.5 eV. For the LUMO energy (spin up / spin down), the calculation gives 4.77 / 4.77 eV. Its charge is -2. The highest occupied orbital energy (spin up / spin down) comes out at -2.8 / -2.8 eV. As for the spin multiplicity: 2. As for the expectation value of S²: 0.77.


Asked for energy relative to the best compared isomer or geometry (same formula, charge and spin) across the records above, the calculation gives 47.67, 0.00, 112.26, 112.22, 19.21, 25.76, 18.80, 28.28, 0.00, 174.27, 19.07, 34.32 kcal/mol in order.